17
Properties=species:S:1:pos:R:3:lowdin_charge:R:1 method="wB97M-V/def2-TZVPD" orbital_gap_ev=5.29 total_energy_ev=-25996.661 charge=-1 de_lowest_kcal_mol=27.1 homo_energy_ev=-2.41
C 3.1230 -0.9845 0.5985 -0.54
S 2.5412 -1.8851 -0.7368 0.70
C 0.7883 -1.3935 -0.6667 -0.43
H 2.5142 -1.0526 1.4620 0.02
H 3.2063 0.1161 0.4227 0.06
H 4.0568 -1.4971 0.8977 0.03
H 0.8483 -0.3566 -0.2140 0.05
H 0.3257 -1.5936 -1.6507 0.03
H 0.1580 -1.9468 0.0863 0.05
C -1.9583 1.9300 -0.4180 -0.31
C -2.4502 0.6143 0.1759 -0.79
S -2.2366 0.7432 2.0567 -0.02
H -0.9903 2.1382 -0.0550 0.01
H -2.6212 2.7377 -0.0676 0.04
H -1.9558 2.1474 -1.5049 0.05
H -1.8372 -0.2736 -0.1029 -0.01
H -3.5122 0.5563 -0.2830 0.06